1.
Here is a cluster of 2 separate species, H3O3P3 in total at a distorted geometry from the Open Molecules 2025 dataset. Energies are from ωB97M-V/def2-TZVPD.

Computed properties:
Charge: -2
LUMO energy (alpha / beta) (Ha): 0.2584 / 0.2584
Gap between HOMO and LUMO (alpha / beta) (eV): 6.61 / 6.61

Each line ends with the natural charge from an NBO analysis.
Positions of all 9 atoms, in Å:
O: 2.494 1.638 -0.116  -1.26
O: 0.639 -1.086 -1.358  -1.13
O: 1.330 -1.498 1.028  -1.14
P: -2.774 -0.197 -0.396  -0.56
P: -1.213 0.340 0.871  -0.11
P: 0.708 -0.584 0.037  1.89
H: 2.842 1.055 -0.797  0.40
H: -3.155 -1.198 0.478  -0.07
H: -0.872 1.529 0.254  -0.02

2.
Here is a structure of composition C12H13AsN3OS4SbV from the Open Molecules 2025 dataset. Energies are from ωB97M-V/def2-TZVPD.

Computed properties:
Charge: -1
Spin multiplicity: 3
LUMO energy (alpha / beta) (Ha): 0.0549 / 0.0584
Gap between HOMO and LUMO (alpha / beta) (eV): 6.43 / 6.53
⟨S²⟩: 2.03

Each line ends with the Mulliken charge.
Positions of all 36 atoms, in Å:
V: 0.312 0.865 0.646  0.41
S: -0.844 0.739 -3.790  -0.64
Sb: -0.177 -0.624 -2.147  0.99
S: -1.500 -0.303 -0.137  -0.51
S: 1.775 0.334 -0.974  -0.59
S: 0.273 -2.814 -2.431  -0.66
C: 3.221 -1.293 2.005  -1.25
As: 1.287 -1.131 2.029  1.16
C: 0.757 -2.840 1.307  -1.04
C: 0.841 -1.353 3.939  -1.39
C: 1.552 -2.482 4.612  0.50
C: 1.017 -3.769 4.616  -0.27
C: 1.692 -4.821 5.216  -0.64
C: 2.917 -4.606 5.830  -0.42
C: 3.459 -3.328 5.839  -0.59
C: 2.782 -2.279 5.236  -0.31
H: 3.537 -2.181 2.551  0.42
H: 3.686 -0.408 2.436  0.35
H: 3.507 -1.367 0.957  0.38
H: 1.296 -3.637 1.819  0.40
H: 0.967 -2.853 0.236  0.15
H: -0.319 -2.949 1.433  0.37
H: -0.240 -1.500 3.950  0.53
H: 1.036 -0.400 4.429  0.58
H: 0.058 -3.945 4.142  0.39
H: 1.256 -5.813 5.206  0.37
H: 3.445 -5.426 6.299  0.37
H: 4.413 -3.147 6.320  0.38
H: 3.213 -1.284 5.248  0.35
O: -0.144 2.742 0.521  -0.42
N: -0.718 3.770 1.017  -0.34
C: -1.322 3.594 2.166  0.38
C: -1.309 2.284 2.739  0.48
N: -1.157 1.179 3.032  -0.47
C: -1.969 4.692 2.806  0.05
N: -2.493 5.555 3.356  -0.44

3.
Here is a cluster of 13 separate species, C32H98N8O13 in total at a distorted geometry from the Open Molecules 2025 dataset. Energies are from ωB97M-V/def2-TZVPD.

Computed properties:
Charge: 0
LUMO energy (Ha): 0.0194
Gap between HOMO and LUMO (eV): 9.77

Each line ends with the Mulliken charge.
Positions of all 151 atoms, in Å:
C: -0.041 4.479 -2.238  -1.64
C: -0.942 3.841 -3.258  1.61
C: -2.295 4.517 -3.555  -0.90
O: -3.114 4.720 -2.382  -0.43
C: -3.660 3.548 -1.847  -0.48
N: -0.182 3.452 -4.538  -0.60
H: 0.931 3.952 -2.253  0.41
H: -0.474 4.374 -1.279  0.38
H: 0.155 5.552 -2.404  0.38
H: -1.134 2.779 -2.846  -0.73
H: -2.834 3.984 -4.353  0.35
H: -2.001 5.439 -3.947  0.51
H: -3.882 3.864 -0.869  0.36
H: -3.014 2.686 -1.754  0.03
H: -4.577 3.283 -2.395  0.29
H: 0.492 4.191 -4.746  0.26
H: -0.886 3.509 -5.264  0.23
C: -2.891 0.933 -4.903  -1.16
C: -2.007 -0.277 -4.713  1.26
C: -1.960 -1.094 -5.998  -0.80
O: -2.841 -2.177 -5.781  -0.10
C: -3.163 -2.928 -6.829  -0.93
N: -0.682 0.097 -4.268  -0.01
H: -3.250 1.363 -3.940  -0.08
H: -3.743 0.702 -5.613  0.42
H: -2.431 1.811 -5.355  0.41
H: -2.491 -0.908 -3.954  -0.55
H: -0.930 -1.502 -6.023  0.06
H: -2.226 -0.634 -6.935  0.45
H: -3.431 -2.334 -7.647  0.43
H: -4.026 -3.612 -6.623  0.20
H: -2.308 -3.563 -7.066  0.29
H: 0.004 -0.638 -4.340  -0.03
H: -0.184 0.758 -4.821  0.04
C: -0.690 2.088 5.506  -0.94
C: -0.308 0.848 6.298  0.29
C: -1.185 -0.410 6.017  -0.08
O: -2.593 -0.106 6.292  -0.37
C: -3.306 -1.330 6.352  -0.67
N: 1.091 0.498 5.898  -0.21
H: -0.073 3.025 5.729  0.23
H: -1.773 2.381 5.659  0.41
H: -0.580 1.908 4.393  -0.06
H: -0.523 1.057 7.389  0.10
H: -0.801 -1.191 6.661  0.45
H: -1.008 -0.685 4.912  -0.12
H: -2.952 -2.056 5.571  0.09
H: -4.363 -1.264 6.084  0.31
H: -3.166 -1.794 7.362  0.34
H: 1.611 1.308 5.520  -0.11
H: 1.636 0.163 6.724  0.30
C: 3.655 -2.898 2.099  -1.36
C: 3.581 -2.014 3.311  0.30
C: 4.592 -0.875 3.120  -0.43
O: 5.830 -1.442 2.886  -0.39
C: 6.699 -0.576 2.155  -0.62
N: 2.184 -1.538 3.422  -0.61
H: 3.184 -3.844 2.346  0.37
H: 4.689 -3.091 1.716  0.35
H: 3.162 -2.505 1.216  0.24
H: 4.056 -2.600 4.120  0.27
H: 4.574 -0.258 4.042  0.25
H: 4.272 -0.283 2.254  0.24
H: 7.673 -1.041 2.037  0.31
H: 6.789 0.425 2.665  0.28
H: 6.336 -0.309 1.149  0.20
H: 1.567 -2.311 3.319  0.16
H: 1.972 -1.244 4.385  0.10
C: -3.149 0.769 1.387  -1.67
C: -2.423 -0.202 2.280  1.00
C: -3.062 -1.592 2.489  -0.21
O: -2.184 -2.456 3.155  -0.12
C: -2.172 -3.865 2.919  -0.99
N: -1.001 -0.320 1.761  0.69
H: -2.594 1.673 1.480  0.52
H: -4.127 0.927 1.873  0.48
H: -3.196 0.493 0.322  0.10
H: -2.352 0.222 3.290  -0.61
H: -3.308 -2.040 1.512  0.03
H: -4.017 -1.464 3.128  0.14
H: -1.789 -4.341 3.814  0.23
H: -1.520 -4.063 2.064  0.27
H: -3.095 -4.245 2.721  0.48
H: -0.649 -1.240 2.075  -0.09
H: -1.061 -0.417 0.735  -0.19
C: 3.212 5.573 3.975  -1.60
C: 3.273 4.070 3.722  0.19
C: 3.653 3.254 4.940  -0.18
O: 2.582 3.258 5.840  -0.14
C: 3.023 3.040 7.210  -0.94
N: 2.115 3.533 2.918  -0.55
H: 2.551 5.774 4.743  0.38
H: 2.674 5.950 3.050  0.35
H: 4.167 6.034 4.151  0.40
H: 4.203 4.033 3.134  0.39
H: 4.506 3.678 5.427  0.65
H: 3.960 2.275 4.556  -0.19
H: 2.171 2.909 7.844  0.27
H: 3.674 3.886 7.537  0.33
H: 3.690 2.147 7.264  0.36
H: 2.248 2.532 2.711  0.10
H: 1.298 3.565 3.532  0.26
C: 2.662 -3.116 -5.665  -1.09
C: 3.537 -1.870 -6.070  0.26
C: 2.828 -0.499 -5.846  -0.94
O: 2.518 -0.285 -4.508  0.01
C: 2.901 0.995 -4.019  -0.65
N: 4.774 -1.744 -5.241  -0.73
H: 3.087 -4.116 -5.970  0.36
H: 1.692 -3.306 -6.121  0.34
H: 2.550 -3.253 -4.555  0.12
H: 3.754 -1.938 -7.093  0.41
H: 1.894 -0.522 -6.385  0.39
H: 3.441 0.272 -6.237  0.51
H: 2.447 1.776 -4.677  0.35
H: 3.975 1.092 -3.859  0.36
H: 2.539 1.200 -3.005  -0.14
H: 5.241 -2.640 -5.226  0.31
H: 4.581 -1.654 -4.291  0.17
C: -5.400 -1.329 -3.113  -0.97
C: -5.576 -2.078 -1.717  0.45
C: -4.304 -2.692 -1.332  -0.43
O: -3.809 -3.567 -2.387  -0.40
C: -2.710 -4.405 -1.815  -0.65
N: -6.110 -1.258 -0.615  -0.69
H: -4.787 -0.447 -2.971  0.09
H: -6.363 -0.911 -3.503  0.39
H: -4.895 -1.919 -3.923  0.23
H: -6.398 -2.830 -1.875  0.17
H: -4.418 -3.320 -0.423  0.49
H: -3.520 -1.914 -1.226  -0.02
H: -3.099 -4.854 -0.956  0.37
H: -1.760 -3.786 -1.617  0.16
H: -2.487 -5.189 -2.569  0.30
H: -5.479 -0.895 0.037  0.22
H: -6.445 -0.442 -1.102  0.28
O: 3.095 -0.151 -0.420  -0.47
H: 3.836 0.452 -0.310  0.21
H: 2.525 0.143 0.312  0.24
O: 1.803 0.582 1.806  -0.15
H: 1.653 -0.208 2.412  0.17
H: 0.883 0.861 1.690  0.25
O: 0.529 -4.377 0.145  -0.63
H: 0.910 -3.744 -0.505  0.40
H: 1.157 -4.211 0.901  0.27
O: 0.204 0.406 -1.406  0.54
H: 0.664 1.209 -1.223  0.00
H: -0.264 0.556 -2.244  -0.26
O: 1.493 -2.269 -1.540  -0.51
H: 2.413 -1.997 -1.729  0.14
H: 1.127 -1.364 -1.445  0.13

4.
Here is the molecule H2N4O2 at a distorted geometry from the Open Molecules 2025 dataset. Energies are from ωB97M-V/def2-TZVPD.

Computed properties:
Charge: 0
LUMO energy (Ha): 0.0067
Gap between HOMO and LUMO (eV): 8.47
SMILES: O=N/N=N/NO

Each line ends with the natural charge from an NBO analysis.
Positions of all 8 atoms, in Å:
O: 0.208 2.750 1.626  -0.33
N: -0.223 1.668 1.395  0.23
N: -0.405 0.997 0.222  -0.17
N: -0.999 0.059 -0.325  0.04
N: -0.310 -0.881 -0.720  -0.07
O: 1.033 -1.063 -0.530  -0.56
H: -0.582 -1.529 -1.355  0.37
H: 1.278 -2.000 -0.313  0.49

5.
Here is the molecule C3H4BrN at a distorted geometry from the Open Molecules 2025 dataset. Energies are from ωB97M-V/def2-TZVPD.

Computed properties:
Charge: 0
LUMO energy (Ha): -0.0375
Gap between HOMO and LUMO (eV): 9.56
SMILES: C[C@@H](Br)C#N

Each line ends with the natural charge from an NBO analysis.
Positions of all 9 atoms, in Å:
C: -0.781 0.704 0.319  -0.64
C: 0.281 -0.062 -0.305  -0.14
Br: 2.323 0.939 0.008  -0.15
C: 0.408 -1.453 0.022  0.21
N: 0.468 -2.584 0.071  -0.24
H: -0.434 0.963 1.230  0.24
H: -1.495 -0.082 0.443  0.24
H: -1.060 1.437 -0.351  0.23
H: 0.290 0.139 -1.438  0.27

Taking the records one at a time from the top gives electronic energy values of -34056.4287, -155580.0758, -73305.6519, -10079.6585, -74706.7636 eV.